*one*
The following is a quantum chemistry calculation of 2 unconnected molecules or ions with the total composition CH3IOS2, from the OMol25 dataset.

Last columns: bonded neighbours and bond lengths (Å).
CARTESIAN COORDINATES (ANGSTROEM)
1 I -3.39823 -0.80644 0.02773  H8 1.534
2 S 1.38617 0.47164 0.95237  S3 2.094, O4 1.410, C5 1.805
3 S 2.03408 1.10438 -0.93585  S2 2.094, C5 1.913
4 O 0.24888 1.18878 1.37765  S2 1.410
5 C 0.91480 -0.39947 -0.55635  S2 1.805, S3 1.913, H6 1.007, H7 1.054
6 H 1.40531 -1.26841 -0.69281  C5 1.007
7 H -0.05327 -0.50200 -0.95981  C5 1.054
8 H -2.53774 0.21151 0.78707  I1 1.534

Results
**HOMO level**: -9.8 eV
**Kohn-Sham gap**: 0.3692 hartree

*two*
The following is a quantum chemistry calculation of 2 unconnected molecules or ions with the total composition CH3IOS2, from the OMol25 dataset.

Last columns: bonded neighbours and bond lengths (Å).
CARTESIAN COORDINATES (ANGSTROEM)
1 I -2.73421 -1.23797 0.22231  O4 1.917
2 S 1.41320 1.26184 0.61509  S3 1.977, C5 1.638
3 S 0.83822 2.08595 -1.08791  S2 1.977
4 O -1.50135 -0.45608 -1.02036  I1 1.917, H6 1.047
5 C 1.13576 -0.35255 0.64242  S2 1.638, H7 1.110, H8 1.201
6 H -1.09022 0.44350 -0.67657  O4 1.047
7 H 1.56944 -0.94734 1.47368  C5 1.110
8 H 0.36916 -0.79734 -0.16867  C5 1.201

Results
**HOMO level (alpha / beta)**: -9.1 / -9.1 eV
**Kohn-Sham gap (alpha / beta)**: 0.2859 / 0.2858 hartree

Of the structures shown above, *two* is the least stable.